# 1
# C4H5N3O

An isolated molecule of C4H5N3O (wB97M-V/def2-TZVPD, OMol25).

CARTESIAN COORDINATES (ANGSTROEM)
C1 0.864 -0.066 0.002
C2 -1.150 0.863 -0.020
C3 -1.926 -0.864 0.057
C4 -0.525 -0.338 0.115
H1 2.270 -1.657 -0.004
H2 2.970 0.050 0.204
H3 1.732 1.772 -0.449
H4 -2.062 -1.324 1.092
H5 -2.293 -1.463 -0.867
N1 2.080 -0.631 -0.163
N2 0.895 1.313 0.193
N3 -0.389 1.913 -0.039
O1 -2.467 0.432 -0.122

Computed properties:
lowest unoccupied orbital energy = 0.48 eV
HOMO-LUMO gap = 8.6175 eV
energy relative to the best compared isomer or geometry (same formula, charge and spin) = 5.471 eV
max |F| = 4.7 eV/Å

# 2
# C2H3N3

An isolated molecule of C2H3N3 (wB97M-V/def2-TZVPD, OMol25).

CARTESIAN COORDINATES (ANGSTROEM)
N1 -0.478 -1.058 -0.530
N2 0.718 -0.730 -0.649
C1 1.085 0.490 -0.014
C2 0.069 0.942 0.717
N3 -1.033 0.586 1.102
H1 -0.618 -1.980 -0.936
H2 2.062 0.905 -0.185
H3 -1.806 0.846 0.495

Computed properties:
lowest unoccupied orbital energy = 0.45 eV
SMILES string = [H]/N=N/C=C=N
HOMO-LUMO gap = 9.6816 eV
energy relative to the best compared isomer or geometry (same formula, charge and spin) = 3.236 eV
max |F| = 1.0 eV/Å

# 3
# C5H8O

An isolated molecule of C5H8O (wB97M-V/def2-TZVPD, OMol25).

CARTESIAN COORDINATES (ANGSTROEM)
O1 1.245 -1.423 -0.217
C1 0.878 -0.492 0.758
C2 0.471 0.918 0.408
C3 -0.041 0.936 -1.001
C4 -1.261 -0.266 -0.425
C5 -0.549 -0.107 0.873
H1 2.081 -1.133 -0.605
H2 1.367 -0.634 1.719
H3 0.864 1.744 1.002
H4 0.655 0.564 -1.751
H5 -1.076 1.078 -1.278
H6 -2.313 0.100 -0.360
H7 -1.260 -1.219 -0.944
H8 -1.061 -0.066 1.821

Computed properties:
lowest unoccupied orbital energy = 0.93 eV
SMILES string = O[C@H]1[C@H]2CC[C@@H]12
HOMO-LUMO gap = 9.4810 eV
energy relative to the best compared isomer or geometry (same formula, charge and spin) = 4.257 eV
max |F| = 3.0 eV/Å

# 4
# C29H62N2O6P2

A 3-piece molecular cluster, C29H62N2O6P2 overall (wB97M-V/def2-TZVPD, OMol25).

CARTESIAN COORDINATES (ANGSTROEM)
C1 1.891 1.538 0.419
C2 2.606 2.863 0.515
O1 4.005 2.660 0.212
P1 4.911 3.851 -0.351
O2 4.183 5.121 -0.499
C3 6.354 3.897 0.721
C4 7.687 4.102 -0.011
P2 8.478 2.630 -0.867
C5 7.537 1.135 -0.320
C6 8.428 -0.107 -0.402
C7 7.621 -1.398 -0.309
C8 6.879 -1.573 1.015
O3 7.609 -0.972 2.067
C9 7.081 -1.279 3.335
O4 5.528 3.267 -1.700
C10 4.670 3.090 -2.847
C11 4.264 1.634 -3.013
H1 0.814 1.712 0.404
H2 2.175 1.032 -0.503
H3 2.126 0.894 1.266
H4 2.541 3.273 1.525
H5 2.189 3.600 -0.170
H6 6.158 4.758 1.366
H7 6.368 3.016 1.358
H8 8.408 4.501 0.701
H9 7.556 4.861 -0.783
H10 9.555 2.455 0.037
H11 6.699 1.027 -1.012
H12 7.135 1.214 0.687
H13 8.981 -0.109 -1.346
H14 9.165 -0.074 0.400
H15 8.268 -2.259 -0.484
H16 6.875 -1.400 -1.110
H17 6.747 -2.641 1.234
H18 5.872 -1.133 0.960
H19 6.980 -2.363 3.474
H20 7.772 -0.889 4.081
H21 6.096 -0.818 3.482
H22 5.255 3.433 -3.698
H23 3.808 3.754 -2.744
H24 4.224 1.370 -4.069
H25 3.286 1.428 -2.579
H26 4.994 0.991 -2.523
C12 -2.283 1.944 4.426
C13 -2.182 2.551 3.021
C14 -3.128 3.747 2.862
C15 -4.599 3.347 2.776
C16 -4.828 2.316 1.673
C17 -3.933 1.077 1.804
N1 -2.514 1.550 1.948
O5 -1.929 1.775 0.832
C18 -4.367 0.203 2.984
C19 -4.026 0.221 0.548
C20 -0.739 2.988 2.807
H27 -1.915 0.918 4.435
H28 -1.663 2.530 5.105
H29 -3.291 1.953 4.830
H30 -2.852 4.284 1.949
H31 -2.961 4.430 3.699
H32 -4.950 2.963 3.738
H33 -5.199 4.235 2.569
H34 -5.870 1.986 1.665
H35 -4.631 2.780 0.702
H36 -3.630 -0.578 3.174
H37 -5.309 -0.279 2.722
H38 -4.534 0.752 3.906
H39 -3.796 0.786 -0.350
H40 -5.038 -0.174 0.458
H41 -3.339 -0.624 0.602
H42 -0.070 2.126 2.844
H43 -0.451 3.685 3.595
H44 -0.607 3.480 1.847
C21 -7.032 -4.238 -3.765
C22 -5.900 -3.293 -3.344
C23 -4.581 -3.660 -4.035
C24 -3.953 -4.945 -3.499
C25 -3.777 -4.883 -1.984
C26 -5.075 -4.556 -1.236
N2 -5.664 -3.320 -1.859
O6 -5.165 -2.235 -1.400
C27 -6.049 -5.736 -1.266
C28 -4.777 -4.246 0.227
C29 -6.316 -1.875 -3.723
H45 -7.842 -4.226 -3.036
H46 -7.434 -3.898 -4.719
H47 -6.709 -5.266 -3.907
H48 -3.878 -2.834 -3.894
H49 -4.769 -3.742 -5.109
H50 -4.555 -5.814 -3.779
H51 -2.978 -5.089 -3.969
H52 -3.390 -5.831 -1.602
H53 -3.038 -4.113 -1.742
H54 -7.026 -5.438 -0.883
H55 -5.657 -6.521 -0.618
H56 -6.183 -6.174 -2.250
H57 -4.040 -3.455 0.329
H58 -4.392 -5.150 0.703
H59 -5.684 -3.938 0.749
H60 -7.220 -1.582 -3.187
H61 -6.523 -1.849 -4.794
H62 -5.537 -1.153 -3.499

Computed properties:
lowest unoccupied orbital energy (alpha / beta) = 0.72 / 0.59 eV
HOMO-LUMO gap (alpha / beta) = 8.6752 / 9.0398 eV
expectation value of S² = 2.01
spin multiplicity = 3
max |F| = 0.5 eV/Å

# 5
# C3H14N5

A 2-piece molecular cluster, C3H14N5 overall (wB97M-V/def2-TZVPD, OMol25).

CARTESIAN COORDINATES (ANGSTROEM)
N1 0.707 -0.404 1.671
C1 1.451 0.155 0.461
N2 2.723 -0.333 0.599
N3 1.541 1.411 -0.296
H1 0.879 0.312 2.387
H2 -0.261 -0.266 1.382
H3 3.188 0.264 1.301
H4 2.583 -1.180 1.161
H5 2.147 2.007 0.284
H6 2.162 1.053 -1.031
N4 -1.402 1.487 0.040
C2 -2.105 0.265 -0.315
C3 -1.402 -0.590 -1.360
N5 -1.572 -1.999 -1.053
H7 -0.395 1.315 0.262
H8 -1.849 1.839 0.893
H9 -3.122 0.486 -0.655
H10 -2.178 -0.349 0.620
H11 -1.752 -0.329 -2.361
H12 -0.328 -0.303 -1.423
H13 -1.433 -2.580 -1.877
H14 -0.830 -2.259 -0.411

Computed properties:
lowest unoccupied orbital energy (alpha / beta) = -11.29 / -12.54 eV
HOMO-LUMO gap (alpha / beta) = 7.0040 / 4.8185 eV
expectation value of S² = 0.76
spin multiplicity = 2
energy relative to the best compared isomer or geometry (same formula, charge and spin) = 5.606 eV
net charge = +2
max |F| = 6.6 eV/Å